(1)
A 11-piece molecular cluster, C34H48ClO31P overall in a non-equilibrium geometry. Source: the Open Molecules 2025 dataset; level of theory: the ωB97M-V functional and the def2-TZVPD basis.

**E_HOMO**: -0.31137 Ha
**SMILES**: CCPCC(=O)Cl.O=C1OCCO1.O=C1OCCO1.O=C1OCCO1.O=C1OCCO1.O=C1OCCO1.O=C1OCCO1.O=C1OCCO1.O=C1OCCO1.O=C1OCCO1.O=C1OCCO1
**Total energy**: -121321.3992 eV
**HOMO-LUMO gap**: 8.57 eV
**LUMO**: 0.10 eV

Structure (ORCA input):
```
! wB97M-V def2-TZVPD RIJCOSX def2/J DEFGRID3
* xyz 0 1
C -2.36034 -1.80465 -3.14011
C -3.56082 -1.24031 -2.33212
P -4.94125 -0.88736 -3.49958
C -6.43352 -0.82927 -2.36153
C -6.67301 -2.22790 -1.84002
O -6.22841 -2.64780 -0.82330
Cl -7.65588 -3.25924 -2.93632
H -2.51964 -2.87300 -3.27927
H -2.29275 -1.28840 -4.09919
H -1.46045 -1.62426 -2.56164
H -3.33107 -0.30435 -1.81481
H -3.87576 -1.98874 -1.59917
H -5.17463 -2.07823 -4.23097
H -7.30374 -0.43676 -2.88364
H -6.20110 -0.16947 -1.52707
O -3.01535 0.96418 -0.23634
C -2.14498 1.78089 -0.30291
O -1.03983 1.66970 -1.05806
C -0.36516 2.94313 -1.05924
C -0.87226 3.57162 0.22046
O -2.15766 2.94726 0.38244
H 0.70602 2.82174 -1.06887
H -0.66884 3.48739 -1.95284
H -0.25293 3.31644 1.08288
H -0.97092 4.65245 0.16262
O 1.90197 3.15130 -3.05340
C 2.69709 2.39491 -2.58439
O 3.04194 2.41871 -1.27857
C 3.82182 1.25071 -0.99657
C 4.37323 0.89661 -2.35628
O 3.36438 1.42333 -3.24513
H 4.59893 1.47157 -0.26769
H 3.15656 0.49236 -0.59187
H 5.32093 1.39636 -2.56795
H 4.49615 -0.16960 -2.49170
O 1.46491 -0.53442 -0.55419
C 0.94754 -1.10786 0.35333
O 1.34993 -1.02022 1.63552
C 0.33624 -1.63598 2.45105
C -0.33206 -2.58264 1.48621
O -0.12436 -1.91954 0.23180
H 0.77561 -2.14260 3.30509
H -0.33801 -0.85850 2.80614
H 0.14610 -3.56497 1.45699
H -1.39321 -2.71377 1.68041
O -2.35272 6.58097 2.91907
C -3.33434 6.01540 2.55945
O -4.27763 5.50559 3.39401
C -5.40483 5.10421 2.59972
C -4.77611 4.87682 1.24693
O -3.65893 5.77922 1.26808
H -5.86392 4.20685 3.00527
H -6.14210 5.90854 2.59868
H -4.40179 3.85920 1.13286
H -5.43990 5.10433 0.42250
O 2.32247 -2.54146 4.84039
C 2.64092 -1.41259 5.04719
O 3.84835 -0.88965 4.73814
C 3.76708 0.52978 4.91400
C 2.62692 0.66955 5.89894
O 1.83934 -0.48838 5.61556
H 4.70816 0.92434 5.28866
H 3.54453 0.98954 3.94946
H 2.96187 0.62126 6.93695
H 2.04212 1.57419 5.75402
O 6.14557 -1.72848 -2.28883
C 6.15584 -1.82147 -3.47632
O 7.07990 -1.26078 -4.28057
C 6.88698 -1.77504 -5.60428
C 5.43175 -2.18883 -5.57795
O 5.22827 -2.49719 -4.19361
H 7.10026 -1.01050 -6.34668
H 7.56265 -2.61806 -5.75297
H 4.75825 -1.37691 -5.85857
H 5.22238 -3.05600 -6.19865
O -0.51851 1.01547 4.17545
C -1.57121 1.52736 3.95651
O -2.03114 2.64492 4.56289
C -3.20058 3.07936 3.85389
C -3.67743 1.80015 3.19958
O -2.45749 1.06923 3.04489
H -3.92728 3.50777 4.53939
H -2.90754 3.83826 3.12661
H -4.35188 1.22730 3.83873
H -4.15233 1.95999 2.23397
O 9.45810 -4.12404 -3.55791
C 8.96578 -4.74218 -2.66663
O 9.37743 -4.69912 -1.38097
C 8.40244 -5.38385 -0.57512
C 7.75406 -6.30827 -1.58046
O 7.91462 -5.58302 -2.80994
H 8.88278 -5.91468 0.24190
H 7.70923 -4.65322 -0.16321
H 8.27325 -7.26531 -1.66735
H 6.70836 -6.49172 -1.37431
O -7.14150 3.36098 0.55969
C -8.17849 3.93325 0.44598
O -8.58164 4.95161 1.24530
C -9.75654 5.53168 0.66472
C -10.29667 4.39221 -0.17123
O -9.10876 3.66045 -0.49390
H -10.44524 5.85927 1.43890
H -9.46226 6.39174 0.06104
H -10.96836 3.74124 0.39066
H -10.79868 4.72606 -1.07530
O 5.77677 -5.96963 0.63448
C 4.76279 -5.43948 0.30565
O 4.31533 -4.26607 0.79471
C 3.21552 -3.84274 -0.01840
C 2.72226 -5.14765 -0.60130
O 3.91441 -5.93795 -0.62335
H 2.46366 -3.33803 0.58127
H 3.58708 -3.15558 -0.78113
H 1.98390 -5.64021 0.03501
H 2.31304 -5.04086 -1.60242
*
```

Results of the Mulliken charge analysis, in e, for atoms 1 through 6: -1.2497, 0.7141, -0.1181, -0.4020, 0.4456, -0.4431

(2)
C7H10BrF6N2O8S2V as an isolated structure in a non-equilibrium geometry. Source: the Open Molecules 2025 dataset; level of theory: the ωB97M-V functional and the def2-TZVPD basis.

**E_HOMO (alpha / beta)**: -0.18907 / -0.19000 Ha
**Relative energy (zero: lowest compared OMol25 entry of this formula, charge and spin)**: 19.34 kcal/mol
**⟨S²⟩**: 0.781
**Total energy**: -160491.5285 eV
**HOMO-LUMO gap (alpha / beta)**: 7.32 / 7.34 eV
**LUMO (alpha / beta)**: 2.17 / 2.17 eV

Structure (ORCA input):
```
! wB97M-V def2-TZVPD RIJCOSX def2/J DEFGRID3
* xyz -1 2
O -1.21991 -2.14548 -0.39754
V -1.57784 -0.61194 -0.40713
C -2.23771 1.05150 -4.11895
C -1.95716 0.40908 -2.80112
O -1.88956 1.11374 -1.74235
O -1.69855 -0.81427 -2.68653
H -1.49049 1.78973 -4.40094
H -3.20638 1.54950 -4.04190
H -2.31535 0.30120 -4.90329
C 0.64605 1.42061 2.23472
F 0.90216 2.26241 3.22578
F 1.11071 1.92048 1.07887
F 1.28406 0.27863 2.45830
S -1.22091 1.21158 2.06393
O -1.78123 1.63970 3.28723
O -1.67897 1.84072 0.86061
N -1.39328 -0.41709 1.73919
S -1.62066 -1.17549 3.15516
O -0.59640 -0.81531 4.09547
O -2.96380 -1.17381 3.61910
C -1.19237 -2.92336 2.73769
F -2.00082 -3.41615 1.82615
F 0.07519 -2.95897 2.28580
F -1.26937 -3.67077 3.83052
Br -4.27744 -1.27523 -0.10031
C 1.32439 0.35075 -1.41727
O 0.50741 -0.26062 -0.75228
N 2.63484 0.30363 -1.18914
C 3.54827 1.18868 -1.86971
C 3.17139 -0.41417 -0.04053
H 1.02532 0.96726 -2.27384
H 3.69552 2.09818 -1.27801
H 3.18797 1.44544 -2.86261
H 4.52084 0.70778 -1.96561
H 3.42246 0.29107 0.75625
H 2.45188 -1.13244 0.33693
H 4.07975 -0.93656 -0.34265
*
```

Results of the Mulliken charge analysis, in e, for atoms 1 through 6: -0.3061, 0.9978, -1.2294, 1.0554, -0.6141, -0.6032

(3)
A 2-piece molecular cluster, C2H7NO3 overall in a non-equilibrium geometry. Source: the Open Molecules 2025 dataset; level of theory: the ωB97M-V functional and the def2-TZVPD basis.

**E_HOMO**: -0.36524 Ha
**SMILES**: CNC(=O)O.O
**Relative energy (zero: lowest compared OMol25 entry of this formula, charge and spin)**: 9.25 kcal/mol
**Total energy**: -9820.5597 eV
**HOMO-LUMO gap**: 10.61 eV
**LUMO**: 0.68 eV

Structure (ORCA input):
```
! wB97M-V def2-TZVPD RIJCOSX def2/J DEFGRID3
* xyz 0 1
C -1.44663 -2.18401 0.49131
N -0.09441 -1.74602 0.86012
C 0.36728 -0.51757 0.51150
O 1.47020 -0.09593 0.74161
O -0.60433 0.27442 -0.03502
H -2.16153 -1.38214 0.66563
H -1.49114 -2.56799 -0.52380
H -1.73475 -2.89108 1.27530
H 0.45849 -2.53493 1.10476
H -0.05876 1.03532 -0.26885
O 0.53102 3.36624 -1.94991
H 1.08913 3.85003 -2.55028
H 0.83778 3.61325 -1.06491
*
```

Results of the Mulliken charge analysis, in e, for atoms 1 through 6: -0.8140, -0.1808, 0.6233, -0.5974, -0.4580, 0.2945

(4)
C32H62F17IO23P6S as an isolated structure in a non-equilibrium geometry. Source: the Open Molecules 2025 dataset; level of theory: the ωB97M-V functional and the def2-TZVPD basis.

**E_HOMO**: -0.29166 Ha
**Relative energy (zero: lowest compared OMol25 entry of this formula, charge and spin)**: 0.00 kcal/mol
**Total energy**: -202149.7526 eV
**HOMO-LUMO gap**: 7.08 eV
**LUMO**: -0.86 eV

Structure (ORCA input):
```
! wB97M-V def2-TZVPD RIJCOSX def2/J DEFGRID3
* xyz 0 1
C 4.17123 4.41773 -1.61442
C 3.99658 2.99062 -1.11170
C 2.65278 2.38770 -1.52037
O 2.84335 1.00277 -1.80447
C 1.82351 0.07748 -1.50570
C 0.88784 0.14687 -2.77535
F 0.03493 1.18453 -2.59105
F 1.65783 0.51361 -3.81560
C 0.08210 -1.07061 -3.30361
F -0.08955 -0.90362 -4.63368
F 0.78927 -2.20834 -3.21437
C -1.33098 -1.37044 -2.70156
F -1.77875 -2.40117 -3.45268
F -1.19185 -1.87347 -1.47012
C -2.45140 -0.27357 -2.78609
F -3.60768 -0.89333 -3.09552
F -2.20976 0.50216 -3.85791
C -2.65835 0.67129 -1.53725
F -1.71235 0.51052 -0.59330
F -2.51175 1.93044 -1.97983
C -4.04470 0.65990 -0.80263
F -5.08406 0.63753 -1.64611
F -4.12176 1.87974 -0.21434
C -4.28387 -0.32260 0.40491
F -5.61407 -0.35026 0.61425
F -3.73314 0.22324 1.49989
C -3.77545 -1.79583 0.32810
F -3.83614 -2.30060 -0.90311
F -4.57823 -2.54264 1.11530
F -2.55266 -1.88827 0.84924
O 1.10505 0.30551 -0.34531
C 2.01063 0.14858 0.76599
S 2.25119 1.66805 1.76877
C 3.29287 -0.49073 0.19886
O 3.61107 -1.58126 1.06452
C 2.70007 -1.16276 -1.14043
I 1.70333 -2.90433 -0.30845
P 4.28890 -1.49885 -2.10485
C 3.94996 -1.52760 -3.89764
C 4.65894 -3.27271 -1.79759
H 4.28892 4.42718 -2.69699
H 3.35146 5.06832 -1.31318
H 5.09417 4.81412 -1.18918
H 4.74534 2.36912 -1.61430
H 4.18747 2.88292 -0.04544
H 2.32330 2.93168 -2.41122
H 1.92027 2.60214 -0.74708
H 1.45892 -0.49649 1.43789
H 1.19881 2.36655 1.32996
H 4.16420 0.13336 0.05845
H 4.53010 -1.47572 1.33205
H 3.81974 -0.53421 -4.31343
H 3.15189 -2.20310 -4.20898
H 4.86260 -1.92867 -4.34712
H 4.73497 -3.49061 -0.73893
H 3.86407 -3.84572 -2.27910
H 5.58076 -3.55796 -2.30315
C 6.89683 -8.92252 0.76586
O 6.97017 -9.18054 -0.64280
P 6.12385 -8.14967 -1.58023
O 6.24020 -6.86354 -0.86508
O 4.71642 -8.93925 -1.25229
C 4.62298 -10.34815 -1.04131
O 5.52221 -7.63059 -3.00529
C 5.53682 -8.47791 -4.16826
H 7.23898 -9.83419 1.25315
H 7.54965 -8.09774 1.03682
H 5.87448 -8.70148 1.06771
H 4.54474 -10.55262 0.02762
H 5.47670 -10.89082 -1.44077
H 3.71561 -10.69858 -1.53135
H 4.92647 -9.36879 -4.00251
H 6.55305 -8.76932 -4.43249
H 5.11313 -7.90637 -4.98877
C -0.62385 7.08256 -5.95533
O 0.78839 6.80958 -5.97527
P 1.48108 6.74521 -4.54317
O 0.59298 6.14412 -3.55062
O 1.64967 8.34821 -4.28969
C 1.67819 9.32284 -5.32898
O 2.97482 6.35150 -4.15234
C 4.01659 6.51170 -5.13517
H -0.88593 7.39144 -6.96463
H -1.17677 6.18479 -5.69340
H -0.85698 7.88058 -5.25275
H 0.70873 9.82073 -5.39033
H 1.91590 8.89297 -6.30028
H 2.43378 10.06377 -5.07171
H 4.12824 7.56365 -5.40645
H 3.80903 5.92137 -6.02773
H 4.94080 6.15949 -4.68680
C -11.61810 0.65429 -0.48936
O -10.98196 -0.44558 0.18503
P -10.99984 -0.36333 1.77501
O -12.25422 0.20924 2.25752
O -9.74456 0.65551 1.97013
C -8.70885 0.84119 1.00550
O -10.51596 -1.42882 2.86038
C -9.49729 -2.39064 2.52710
H -11.27002 0.61886 -1.51899
H -12.69789 0.53702 -0.46501
H -11.33705 1.60386 -0.03744
H -8.88419 1.76822 0.45699
H -8.64579 0.01678 0.29809
H -7.76352 0.92651 1.53770
H -8.55470 -1.89229 2.29083
H -9.80806 -3.01085 1.68683
H -9.35331 -3.02495 3.39692
C -8.42095 -4.24863 10.33349
O -9.29763 -3.84820 9.26652
P -9.47497 -4.92045 8.10168
O -9.48509 -6.27932 8.63701
O -8.10129 -4.59579 7.28081
C -7.39990 -3.35656 7.35707
O -10.43565 -4.89674 6.83171
C -10.88166 -3.63738 6.29239
H -8.16483 -3.33888 10.87161
H -8.93127 -4.93631 11.00206
H -7.51714 -4.71281 9.94266
H -6.53267 -3.46662 8.01052
H -8.02196 -2.54522 7.72964
H -7.05094 -3.10764 6.35574
H -10.02794 -3.05785 5.93390
H -11.42909 -3.06301 7.03869
H -11.54351 -3.84714 5.45791
C 7.15240 5.59382 3.88129
O 8.03610 6.39396 3.07628
P 7.98383 6.08401 1.50863
O 6.62105 5.75255 1.09924
O 8.95065 4.75929 1.56655
C 9.91460 4.51144 2.58611
O 8.72238 6.69012 0.22236
C 9.96412 7.40167 0.37048
H 7.50605 5.69227 4.90510
H 6.13457 5.96694 3.80975
H 7.18746 4.54928 3.57687
H 9.51899 3.78241 3.29581
H 10.19466 5.41308 3.12704
H 10.79992 4.08970 2.11201
H 10.73831 6.74196 0.76790
H 9.84696 8.26844 1.02051
H 10.26079 7.74189 -0.61692
*
```

Results of the Mulliken charge analysis, in e, for atoms 1 through 6: -1.3739, -0.3746, -0.3402, 0.1273, 0.7756, 0.7588

(5)
C40H46As2N6O4PtS as an isolated structure in a non-equilibrium geometry. Source: the Open Molecules 2025 dataset; level of theory: the ωB97M-V functional and the def2-TZVPD basis.

**E_HOMO (alpha / beta)**: -0.46782 / -0.46781 Ha
**Relative energy (zero: lowest compared OMol25 entry of this formula, charge and spin)**: 8.86 kcal/mol
**⟨S²⟩**: 6.053
**Total energy**: -195099.7728 eV
**HOMO-LUMO gap (alpha / beta)**: 8.09 / 4.05 eV
**LUMO (alpha / beta)**: -4.64 / -8.68 eV

Structure (ORCA input):
```
! wB97M-V def2-TZVPD RIJCOSX def2/J DEFGRID3
* xyz 2 5
Pt -1.04332 -0.03007 -1.42935
C -5.53056 -0.49467 4.21781
C -4.64495 -0.03255 3.09940
C -4.94324 1.12661 2.37219
C -4.13304 1.52597 1.34285
C -2.96832 0.80361 0.97338
N -2.20146 1.28928 -0.05604
C -1.95540 2.65233 -0.11797
C -1.74805 3.38194 1.06559
C -1.41906 4.71906 1.04694
C -1.26599 5.39849 -0.15961
C -0.86008 6.84387 -0.20086
C -1.47632 4.68361 -1.33922
C -1.82817 3.34933 -1.33319
N -2.15381 2.74445 -2.58709
C -2.72676 3.36451 -3.64685
C -2.84556 2.44800 -4.66025
C -2.31623 1.26813 -4.13242
N -1.90604 1.44762 -2.88016
C -2.68388 -0.38310 1.70101
C -3.51878 -0.76656 2.73148
N -1.51105 -1.15883 1.51404
C -0.80692 -1.77927 2.49189
C 0.24041 -2.43731 1.90865
C 0.11464 -2.15991 0.54704
N -0.94712 -1.39074 0.31072
H -6.06400 0.34151 4.66568
H -4.96428 -1.00947 4.99303
H -6.27909 -1.19508 3.83738
H -5.82588 1.70387 2.61967
H -4.38270 2.40539 0.76346
H -1.79788 2.85013 2.00758
H -1.25231 5.24109 1.98157
H -1.03379 7.33010 0.75672
H -1.40243 7.38545 -0.97512
H 0.20458 6.93160 -0.43075
H -1.35328 5.19091 -2.28898
H -3.03685 4.39533 -3.59293
H -3.26649 2.60887 -5.63960
H -2.22307 0.30243 -4.60105
H -3.29478 -1.67695 3.27423
H -1.08289 -1.68958 3.52988
H 1.00082 -3.02290 2.39816
H 0.74189 -2.47963 -0.26960
C 0.95658 -0.08517 -4.68912
As 1.04403 -0.52934 -2.80593
C 2.81260 0.06817 -2.34134
C 1.12234 -2.45833 -2.84346
C 2.33782 -3.13244 -2.83074
C 2.36149 -4.52124 -2.83192
C 1.17182 -5.23579 -2.85871
C -0.04369 -4.56335 -2.86896
C -0.07311 -3.17360 -2.84569
As -1.75836 -2.21856 -2.78037
C -2.39228 -2.43116 -4.60324
C -2.93865 -3.41180 -1.82649
H 1.77743 -0.58773 -5.19647
H 1.05179 0.99200 -4.81047
H 0.01192 -0.40975 -5.11704
H 3.50817 -0.22481 -3.12437
H 3.11601 -0.34025 -1.38007
H 2.77504 1.15148 -2.26719
H 3.27030 -2.58351 -2.82560
H 3.30947 -5.04306 -2.81786
H 1.18810 -6.31802 -2.86191
H -0.96198 -5.13624 -2.88918
H -2.38479 -3.49635 -4.82789
H -1.74710 -1.91292 -5.30906
H -3.40826 -2.04955 -4.68593
H -3.01100 -4.35223 -2.36879
H -3.92523 -2.95475 -1.77756
H -2.56787 -3.58092 -0.81846
C 5.35011 -4.01432 2.47036
C 4.84593 -2.66724 2.92602
C 5.59653 -1.51607 2.72325
C 5.14214 -0.27572 3.15885
C 3.92139 -0.19594 3.81024
C 3.15598 -1.33700 4.04000
C 3.62566 -2.56186 3.59827
S 3.31114 1.36915 4.34960
O 2.52469 1.14788 5.52306
O 4.39978 2.29713 4.30468
N 2.27586 1.83198 3.18941
C 2.80947 2.32246 1.91990
C 1.67302 2.68751 0.97311
C 0.80887 1.47850 0.62715
O 0.32455 0.77212 1.49424
O 0.62246 1.33834 -0.65925
H 6.16527 -3.91519 1.75477
H 4.55074 -4.60153 2.01479
H 5.72388 -4.58798 3.32174
H 6.56505 -1.58861 2.24073
H 5.73900 0.61855 3.02920
H 2.22729 -1.25482 4.59362
H 3.05425 -3.46308 3.80322
H 1.42385 1.29415 3.11572
H 3.47524 1.58820 1.44229
H 3.40573 3.20945 2.11201
H 2.06992 3.13160 0.06184
H 1.00104 3.40472 1.45566
*
```

Results of the Mulliken charge analysis, in e, for atoms 1 through 6: 3.7039, -1.6349, 0.3391, -1.0150, -0.2199, -0.0877